i | Molecular formula: CH2S4
Method: DFT, the ωB97M-V functional and the def2-TZVPD basis

Results
Molecular weight, g/mol: 142.3
HOMO energy (alpha / beta), Eh: -0.296 / -0.277
Frontier orbital gap (alpha / beta), eV: 7.04 / 6.04

```
! RIJCOSX wB97M-V def2-TZVPD def2/J DEFGRID3
* xyz 0 1
S 3.37347 -0.84080 0.34029
S 1.88189 -0.37361 -0.82048
S 0.33919 1.53367 0.08154
C -1.17538 1.11355 0.30843
S -2.20392 -0.18777 -0.00731
H 0.96440 -1.51251 -0.81614
H -3.17965 0.26746 0.91366
*
```

ii | Molecular formula: CH2S4
Method: DFT, the ωB97M-V functional and the def2-TZVPD basis

Results
Molecular weight, g/mol: 142.3
HOMO energy (alpha / beta), Eh: -0.308 / -0.288
Frontier orbital gap (alpha / beta), eV: 7.22 / 6.31

```
! RIJCOSX wB97M-V def2-TZVPD def2/J DEFGRID3
* xyz 0 1
C 1.04676 -0.04788 -0.13319
S 0.06629 -0.61301 -1.26703
S 2.60714 0.23826 0.34713
S -2.34619 -0.52115 0.30197
S -1.35159 0.13231 1.91022
H 3.24921 0.43262 -0.98061
H -3.27160 0.37885 -0.17848
*
```

Pick ii: it beats the second-best structure by 0.0063 hartree.